# 1
{"formula": "C4H7N3", "method": "wB97M-V/def2-TZVPD", "orbital_gap_ha": [0.2405, 0.2407], "lumo_energy_ha": [-0.013, -0.013], "species": ["C", "C", "N", "C", "N", "C", "N", "H", "H", "H", "H", "H", "H", "H"], "xyz": [[1.7160, -0.1559, 0.2666], [0.4487, 1.4755, 0.4698], [-0.0416, 0.0551, 0.3375], [-0.9272, -0.3546, -0.6815], [-1.1158, 0.3862, -1.7006], [-1.4413, -1.7063, -0.5145], [-1.8615, -2.7746, -0.3611], [1.6744, -1.2474, 0.1068], [2.2758, 0.0674, 1.1687], [2.1372, 0.3344, -0.6040], [0.4357, 1.9005, -0.5307], [-0.2123, 2.0307, 1.1466], [-0.2429, -0.3838, 1.2293], [-1.7209, -0.0731, -2.3790]], "forces_ev_per_angstrom": [[0.332, -0.465, -0.145], [-0.305, 0.375, -0.004], [-0.017, -0.069, 0.160], [0.122, 0.231, -0.255], [-0.034, -0.352, 0.269], [-0.417, -0.932, 0.112], [0.429, 1.053, -0.138], [-0.014, 0.176, 0.024], [-0.159, 0.024, -0.138], [-0.112, -0.024, 0.159], [0.035, -0.038, 0.138], [0.079, -0.068, -0.103], [0.022, 0.046, -0.135], [0.040, 0.044, 0.057]], "lowdin_charge": [0.006, -0.131, -0.131, -0.424, 0.183, -0.140, 0.164, 0.066, 0.059, 0.073, 0.024, 0.032, 0.148, 0.070]}

---

# 2
{"formula": "C4H7N3", "method": "wB97M-V/def2-TZVPD", "orbital_gap_ha": 0.2464, "lumo_energy_ha": -0.001, "species": ["N", "C", "C", "C", "N", "C", "N", "H", "H", "H", "H", "H", "H", "H"], "xyz": [[0.1587, 2.7029, 0.3990], [0.0173, 1.4391, 0.1606], [-0.9237, 0.4156, 0.0354], [-0.2242, -0.8949, 0.1300], [-0.6728, -2.1287, -0.4922], [1.1950, -0.5389, -0.1184], [1.3018, 0.7394, -0.0276], [-0.7558, 3.0968, 0.5985], [0.0121, -1.1389, 1.2084], [-1.9935, 0.5463, 0.1250], [-0.6396, -2.0367, -1.5006], [-1.6537, -2.2827, -0.2755], [2.0286, -1.2144, -0.2593], [2.1497, 1.2950, 0.0166]], "forces_ev_per_angstrom": [[-0.227, -0.145, -0.089], [-0.004, -0.126, -0.058], [-0.060, 0.070, 0.107], [0.303, -0.020, -0.042], [-0.100, 0.070, -0.100], [-0.002, 0.356, 0.031], [0.097, -0.174, -0.029], [0.083, 0.152, -0.025], [-0.426, -0.154, -0.025], [0.174, -0.066, 0.139], [-0.005, 0.109, -0.048], [0.195, 0.014, 0.136], [-0.025, 0.040, 0.073], [-0.003, -0.126, -0.070]], "lowdin_charge": [0.040, -0.490, -0.051, -0.426, 0.043, 0.003, 0.143, 0.021, 0.173, 0.083, 0.076, 0.077, 0.146, 0.163]}

---

# 3
{"formula": "C4H7N3", "method": "wB97M-V/def2-TZVPD", "orbital_gap_ha": 0.3452, "lumo_energy_ha": 0.017, "species": ["C", "N", "C", "N", "C", "C", "N", "H", "H", "H", "H", "H", "H", "H"], "xyz": [[1.4922, 0.0600, 0.8370], [0.3112, -0.9773, 0.6781], [-0.7164, -0.4436, -0.1415], [-2.0341, -1.1035, 0.0966], [-0.5247, 0.5380, -1.0498], [0.4108, 1.5544, -1.1252], [1.5363, 2.1159, -1.0211], [2.3185, 0.2370, 0.0070], [1.0325, 1.2419, 0.9447], [2.3474, -0.2927, 1.7437], [-0.0326, -1.0363, 1.6528], [-2.0256, -2.1333, -0.3465], [-2.5464, -0.5814, -0.6922], [-1.5689, 0.8209, -1.5836]], "forces_ev_per_angstrom": [[2.486, 1.440, 1.480], [1.217, 2.870, 0.446], [0.552, -2.150, 1.694], [1.129, -0.098, -4.297], [-5.378, 0.730, -1.277], [9.986, 3.861, 0.622], [-8.625, -2.965, -1.629], [-2.485, -1.192, 1.093], [1.460, -3.876, 0.651], [-3.317, 0.937, -2.111], [-0.034, -0.473, -0.914], [0.409, 2.709, 1.559], [0.027, -1.124, 1.812], [2.572, -0.669, 0.870]], "lowdin_charge": [-0.143, -0.023, -0.401, 0.050, -0.130, -0.250, 0.098, 0.073, 0.116, 0.130, 0.115, 0.143, 0.079, 0.143]}

---

# 4
{"formula": "C4H7N3", "method": "wB97M-V/def2-TZVPD", "orbital_gap_ha": 0.3244, "lumo_energy_ha": 0.031, "species": ["C", "C", "C", "C", "N", "N", "N", "H", "H", "H", "H", "H", "H", "H"], "xyz": [[0.1428, 0.5212, 0.8609], [0.8314, -0.6580, -0.5440], [0.0937, 1.9626, 0.4088], [-0.2123, -1.5751, -0.7541], [-1.5559, -0.9992, 0.4833], [-1.0972, -0.0675, 1.0441], [-0.5308, -2.5495, -1.4528], [0.7588, 0.3591, 1.7456], [-1.4407, -2.9511, -1.2174], [1.0042, 0.0494, -1.3480], [1.7316, -1.0645, -0.0969], [-0.3038, 2.6190, 1.1845], [1.1049, 2.2915, 0.1686], [-0.5266, 2.0621, -0.4825]], "forces_ev_per_angstrom": [[1.577, -1.650, -2.254], [0.102, 2.276, 1.839], [0.071, -0.114, -0.068], [-2.478, -0.028, 1.224], [1.379, -1.078, -1.541], [-1.344, 0.640, 1.171], [0.465, -0.104, -0.075], [-0.005, 0.013, -0.062], [0.032, 0.294, 0.037], [0.145, -0.125, -0.101], [0.084, -0.056, -0.204], [0.005, -0.084, 0.008], [-0.036, 0.015, 0.008], [0.004, 0.002, 0.015]], "lowdin_charge": [-0.276, -0.049, -0.082, -0.319, 0.121, -0.103, 0.118, 0.123, 0.050, 0.092, 0.091, 0.077, 0.078, 0.081]}

---

# 5
{"formula": "C4H7N3", "method": "wB97M-V/def2-TZVPD", "orbital_gap_ha": 0.2889, "lumo_energy_ha": 0.035, "species": ["N", "C", "C", "N", "C", "N", "C", "H", "H", "H", "H", "H", "H", "H"], "xyz": [[-0.6371, -2.2381, 0.9187], [-0.3808, -1.0370, 0.2568], [0.4420, -0.9568, -0.8618], [0.4650, 0.4036, -1.2096], [-0.0667, 1.1212, -0.2124], [0.3310, 2.4475, -0.0279], [-0.7705, 0.2790, 0.6405], [-0.5603, -3.0181, 0.2797], [-1.5091, -2.2779, 1.4280], [1.4616, -1.3234, -0.8313], [0.9365, 0.7737, -2.0175], [1.0653, 2.6992, -0.6799], [0.6960, 2.5309, 0.9141], [-1.4730, 0.5962, 1.4025]], "forces_ev_per_angstrom": [[-0.022, 0.003, -0.002], [0.073, -0.016, -0.260], [-0.165, -0.274, -0.014], [0.648, 0.247, 0.495], [-0.087, 0.129, 0.040], [-0.545, 0.502, -0.049], [0.059, 0.084, -0.119], [-0.075, 0.045, 0.193], [0.140, 0.114, -0.035], [-0.303, -1.012, -0.611], [0.271, 0.009, 0.330], [-0.163, 0.047, 0.127], [-0.183, 0.234, -0.131], [0.351, -0.111, 0.036]], "lowdin_charge": [0.076, -0.364, -0.130, 0.033, -0.399, 0.099, -0.003, 0.083, 0.083, 0.104, 0.143, 0.082, 0.093, 0.099]}

---

# 6
{"formula": "C4H7N3", "method": "wB97M-V/def2-TZVPD", "orbital_gap_ha": 0.2897, "lumo_energy_ha": -0.023, "species": ["C", "C", "C", "C", "N", "N", "N", "H", "H", "H", "H", "H", "H", "H"], "xyz": [[-1.3618, 0.9763, -0.3231], [-0.8889, -0.4757, -0.3267], [1.0213, -1.7971, 0.6025], [0.6516, -0.6553, -0.3061], [1.3630, 0.4544, 0.3117], [1.9821, 0.0727, 1.3650], [1.7934, -1.2284, 1.5778], [-2.4551, 1.0124, -0.3518], [-1.0428, 1.4885, 0.5906], [-0.9902, 1.5447, -1.1845], [-1.3054, -1.0007, 0.5393], [-1.2648, -0.9983, -1.2108], [1.0565, -0.8148, -1.3131], [1.4410, 1.4214, 0.0292]], "forces_ev_per_angstrom": [[-0.013, 0.060, -0.005], [-0.129, -0.041, -0.011], [0.181, 0.340, 0.068], [0.028, -0.066, 0.043], [0.113, -0.060, 0.237], [-0.180, 0.114, -0.354], [-0.101, -0.283, -0.147], [0.162, -0.001, -0.015], [-0.082, -0.041, -0.130], [-0.029, -0.110, 0.092], [0.062, 0.112, -0.123], [0.061, 0.037, 0.157], [-0.054, 0.024, 0.126], [-0.021, -0.085, 0.060]], "lowdin_charge": [-0.114, -0.210, -0.048, -0.361, 0.011, 0.039, -0.054, 0.076, 0.070, 0.074, 0.104, 0.111, 0.149, 0.153]}

---

Energy relative to the best compared isomer or geometry (same formula, charge and spin), record by record: 5.927, 2.384, 4.248, 3.293, 1.260, 4.266 eV
E_tot, record by record: -8725.7527, -8729.2950, -8727.4314, -8728.3865, -8730.4198, -8727.4133 eV